(1)
Here is a cluster of 10 separate species, C11H39O11 in total at a distorted geometry from the OMol25 dataset. Energies are from ωB97M-V with the def2-TZVPD basis set.

Positions of all 61 atoms, in Å:
C: -17.32002 -20.08725 15.38897
C: -16.96419 -20.20971 13.96078
O: -17.78816 -20.83909 13.24890
O: -15.95128 -19.64282 13.43004
H: -17.53170 -19.03652 15.58712
H: -16.48794 -20.50551 15.95536
H: -18.24561 -20.60918 15.63183
C: -17.13846 -16.65073 21.31958
O: -17.89407 -17.85564 21.22553
H: -17.73068 -15.74984 21.15907
H: -16.55255 -16.69793 22.23750
H: -16.40880 -16.61425 20.51065
H: -17.45447 -18.55768 21.71082
C: -15.89881 -26.65879 15.49448
O: -15.59921 -27.39368 14.29660
H: -16.76010 -26.00917 15.33867
H: -16.02742 -27.35699 16.32157
H: -15.07977 -25.97583 15.71999
H: -15.87601 -26.79898 13.59566
C: -11.03568 -21.67442 19.27266
O: -10.34724 -21.73755 18.06071
H: -11.09664 -20.67123 19.69454
H: -12.03666 -22.01514 19.00801
H: -10.61291 -22.39085 19.97700
H: -10.57999 -20.96835 17.53560
C: -11.03319 -23.19913 11.05365
O: -11.28971 -21.96161 10.48698
H: -11.73115 -24.01003 10.84537
H: -10.10208 -23.52698 10.59143
H: -10.95504 -23.12195 12.13810
H: -12.09494 -21.58083 10.84504
C: -19.28153 -14.49712 12.43060
O: -17.90308 -14.61041 12.49567
H: -19.75954 -15.03396 13.25000
H: -19.70151 -13.49133 12.44124
H: -19.62101 -15.02782 11.54110
H: -17.68122 -15.51376 12.25833
C: -24.12116 -20.05860 11.11801
O: -23.36877 -21.07497 10.53093
H: -23.67866 -19.07704 10.94821
H: -25.11173 -20.11107 10.66623
H: -24.32981 -20.18138 12.18078
H: -22.42632 -20.91142 10.61236
C: -11.19121 -15.81831 14.96867
O: -11.00626 -17.21035 14.80265
H: -10.39602 -15.38016 15.57184
H: -11.20453 -15.36032 13.97965
H: -12.19235 -15.68437 15.37841
H: -11.74079 -17.52170 14.26869
C: -19.98529 -26.67999 10.40010
O: -18.86670 -25.91368 9.97285
H: -19.94157 -26.57156 11.48382
H: -20.89468 -26.21144 10.02384
H: -19.93239 -27.72127 10.08223
H: -18.92481 -25.03766 10.36120
C: -17.41803 -17.81847 6.95290
O: -16.77851 -19.01383 7.26062
H: -18.24773 -17.69072 7.64813
H: -16.83610 -16.92914 7.19488
H: -17.79877 -17.78607 5.93208
H: -16.71657 -19.08494 8.21597

energy above the lowest of the compared OMol25 structures with the same formula, charge and spin	49.35	kcal per mole
orbital gap	6.19	eV
M	347.4	u
LUMO level	2.259	eV
net charge	-1
energy	-1269.980240	hartree

Population analysis type Mulliken, resulting atomic charges in e: -0.655 0.540 -0.732 -0.771 0.180 0.193 0.247 -0.463 -0.503 0.211 0.215 0.240 0.299 -0.486 -0.504 0.244 0.203 0.233 0.311 -0.474 -0.500 0.226 0.236 0.201 0.311 -0.477 -0.507 0.242 0.201 0.228 0.314 -0.513 -0.500 0.249 0.234 0.206 0.323 -0.487 -0.502 0.234 0.203 0.235 0.317 -0.477 -0.501 0.205 0.222 0.237 0.315 -0.449 -0.519 0.221 0.214 0.215 0.318 -0.520 -0.499 0.224 0.248 0.226 0.320

***

(2)
Here is a structure of composition C11H40MnN18O11 at a distorted geometry from the OMol25 dataset. Energies are from ωB97M-V with the def2-TZVPD basis set.

Positions of all 81 atoms, in Å:
Mn: 29.13627 38.76452 30.38508
O: 27.62532 40.26949 30.68181
C: 26.59271 39.70744 31.48219
C: 26.89034 38.36869 32.30476
O: 27.88313 37.45861 31.85649
H: 25.86101 39.33909 30.76315
H: 26.14608 40.50114 32.08108
H: 25.92721 37.90767 32.52372
H: 27.17867 38.68622 33.30682
C: 26.49198 42.80206 28.02728
O: 26.47029 43.54882 27.10550
N: 27.01528 43.14293 29.17739
N: 26.48985 41.52455 28.00324
H: 27.09962 42.42781 29.88561
H: 27.40114 44.04293 29.42479
H: 26.19850 41.09304 27.13779
H: 26.50229 41.13336 28.93433
C: 29.47389 38.60754 35.78212
O: 28.40084 38.06261 35.96313
N: 29.90892 38.94418 34.57904
N: 30.35003 39.00440 36.64838
H: 30.86008 39.26490 34.46709
H: 29.37660 38.70975 33.75335
H: 31.22046 39.48431 36.46909
H: 30.23627 38.63716 37.58234
C: 27.86827 42.50752 35.27034
O: 28.91370 42.89219 34.77190
N: 27.51639 41.29108 35.34902
N: 26.91836 43.22244 35.70623
H: 26.79898 40.75049 35.81075
H: 28.34999 40.87148 34.96283
H: 26.29922 42.81150 36.39026
H: 27.25157 44.17324 35.77732
C: 30.72675 36.02440 29.85277
O: 30.50785 37.13511 30.26896
N: 31.48620 35.73279 28.81951
N: 29.96129 35.01940 30.21956
H: 31.83346 36.47165 28.22487
H: 31.62412 34.76958 28.54873
H: 30.23020 34.06046 30.05155
H: 29.45691 35.31644 31.04265
C: 26.73464 34.28336 31.28587
O: 26.76399 33.04773 31.46454
N: 27.11941 35.03422 30.31450
N: 26.02443 34.92420 32.16451
H: 27.41524 34.58497 29.45965
H: 27.51509 35.93274 30.55159
H: 26.31868 35.89026 32.18047
H: 25.51742 34.47554 32.91401
C: 29.83481 43.18443 31.66199
O: 30.40900 43.25483 30.57667
N: 28.71716 42.52466 31.99068
N: 30.04268 44.06323 32.55093
H: 28.52867 41.71733 31.41379
H: 28.30141 42.69341 32.89555
H: 29.39158 44.02600 33.32216
H: 30.87919 44.62342 32.47012
C: 22.77037 42.73425 31.71589
O: 23.20449 43.40912 32.66920
N: 23.46360 41.85785 31.08910
N: 21.53911 42.60552 31.60192
H: 22.90158 41.36892 30.40707
H: 24.27334 41.40028 31.48287
H: 20.96512 43.39947 31.84744
H: 21.14094 41.94740 30.94737
C: 29.53129 35.03188 34.35537
O: 30.19097 34.17027 34.84597
N: 28.25480 35.22678 34.66392
N: 29.94874 35.86338 33.50704
H: 27.71638 35.97339 34.24824
H: 28.13236 34.84329 35.59023
H: 29.25007 36.19394 32.85689
H: 30.94239 35.86047 33.32607
C: 27.06601 37.78098 28.06643
O: 28.07298 37.89271 28.61480
N: 26.09940 38.59911 28.06265
N: 26.82627 36.77594 27.25085
H: 25.26506 38.28093 27.59070
H: 26.16520 39.30565 28.78138
H: 27.35440 35.92756 27.10451
H: 26.00545 36.90763 26.67724

energy above the lowest of the compared OMol25 structures with the same formula, charge and spin	182.45	kcal per mole
2S+1	6
orbital gap (alpha / beta)	8.24 / 7.93	eV
M	655.5	u
LUMO level (alpha / beta)	-0.486 / -0.790	eV
energy	-3407.484880	hartree

Population analysis type Mulliken, resulting atomic charges in e: 0.735 -0.583 -0.492 -1.319 1.466 0.274 0.534 0.279 0.195 0.496 -0.685 -0.222 -0.170 0.049 0.162 0.126 0.096 0.716 -0.663 -0.242 -0.440 0.167 -0.155 0.149 0.266 0.717 -0.857 -0.259 -0.457 0.217 0.182 0.219 0.251 0.634 -0.822 -0.423 -0.227 0.252 0.168 0.240 0.098 0.461 -0.761 -0.103 -0.256 0.195 -0.236 -0.026 0.238 0.586 -0.743 -0.065 -0.285 0.035 0.229 0.167 0.236 0.642 -0.715 -0.236 -0.356 0.132 0.114 0.249 0.155 0.553 -0.725 -0.261 0.011 0.175 0.226 -0.480 0.198 0.752 -0.457 -0.420 -0.371 0.132 0.027 0.221 0.092

***

(3)
Here is a cluster of 9 separate species, C11H40N14O11 in total at a distorted geometry from the OMol25 dataset. Energies are from ωB97M-V with the def2-TZVPD basis set.

Positions of all 76 atoms, in Å:
C: 5.12984 -2.14107 0.85718
C: 5.41350 -2.92330 -0.42993
O: 5.70516 -4.32063 -0.25847
O: 3.96771 -2.70418 1.44268
H: 5.00194 -1.08923 0.51044
H: 6.03418 -2.27452 1.46592
H: 6.21251 -2.40430 -1.01907
H: 4.46238 -2.86038 -1.02248
H: 5.11864 -4.68425 0.45261
H: 3.13857 -2.22306 1.24499
C: 2.38331 -1.02694 -1.29885
C: 1.02112 -0.74985 -1.87420
O: -0.07715 -1.29775 -1.11979
O: 2.56151 -0.85340 0.11676
H: 3.04570 -0.31081 -1.81727
H: 2.72405 -2.03239 -1.49239
H: 1.02377 -1.03761 -2.94309
H: 0.93721 0.33238 -1.78956
H: 0.19679 -1.20015 -0.23481
H: 2.40227 0.08115 0.34476
C: 0.08001 1.34505 3.90916
O: 0.64546 2.44153 4.04339
N: 0.01964 0.60447 2.76847
N: -0.57907 0.73367 4.91178
H: 0.43557 0.94729 1.94690
H: -0.38102 -0.36767 2.74383
H: -0.71776 1.26529 5.77548
H: -1.00344 -0.16579 4.74042
C: -3.45722 0.99758 -0.89816
O: -3.45712 -0.11241 -1.46210
N: -4.26004 2.04264 -1.16905
N: -2.54514 1.31981 0.02988
H: -5.09167 1.75739 -1.66845
H: -4.46043 2.78075 -0.53159
H: -1.77384 0.66036 0.22003
H: -2.52117 2.25273 0.36218
C: -1.93980 -2.45342 2.05436
O: -1.70370 -1.90037 3.12427
N: -1.31126 -3.61852 1.57652
N: -3.00896 -2.14737 1.26993
H: -0.48669 -4.00533 2.05917
H: -1.36805 -3.88171 0.59522
H: -3.42056 -1.21765 1.30179
H: -3.07405 -2.74006 0.48186
C: -2.88705 -3.54535 -2.27165
O: -2.61654 -3.76429 -1.09818
N: -2.17212 -4.16824 -3.33332
N: -3.81337 -2.67706 -2.70610
H: -1.63900 -4.96175 -3.07769
H: -2.54086 -4.07215 -4.25338
H: -3.71074 -2.43863 -3.66307
H: -3.94484 -1.76815 -2.17480
C: -0.50914 1.44876 -3.94954
O: 0.33837 1.88224 -4.71443
N: -0.76344 2.21883 -2.82533
N: -1.10665 0.20204 -4.01997
H: -1.32260 1.93436 -2.02867
H: -0.06833 2.95492 -2.69891
H: -1.18865 -0.18520 -4.92439
H: -1.88313 -0.01477 -3.37091
C: 2.58391 2.58743 0.72547
O: 1.72290 1.67186 0.56769
N: 2.44521 3.42238 1.84086
N: 3.49639 2.90165 -0.25670
H: 3.09560 4.17174 2.00029
H: 1.97365 3.05919 2.71267
H: 3.61262 2.14786 -0.85643
H: 4.32738 3.51788 -0.11198
C: -2.24404 4.03376 1.59082
O: -3.30818 4.08731 0.98915
N: -2.22801 3.70519 2.90298
N: -1.05596 4.30454 1.01121
H: -2.92573 3.80340 3.56807
H: -1.32340 3.50887 3.40060
H: -0.25792 4.51084 1.63841
H: -1.10898 4.70259 0.06650

energy above the lowest of the compared OMol25 structures with the same formula, charge and spin	0.00	kcal per mole
orbital gap	9.56	eV
M	544.5	u
LUMO level	0.124	eV
energy	-2037.631743	hartree
structure (SMILES)	NC(N)=O.NC(N)=O.NC(N)=O.NC(N)=O.NC(N)=O.NC(N)=O.NC(N)=O.OCCO.OCCO

Population analysis type Mulliken, resulting atomic charges in e: -0.262 -0.044 -0.551 -0.613 0.089 0.379 0.309 0.046 0.323 0.340 -0.716 -0.056 -0.125 -0.013 0.295 0.235 0.457 -0.048 0.033 0.205 0.633 -0.806 0.229 -0.369 -0.074 0.129 0.242 0.159 0.308 -0.694 -0.382 0.161 0.269 0.196 -0.052 0.226 0.372 -0.762 -0.358 -0.271 0.225 0.269 0.176 0.426 0.672 -0.748 -0.462 -0.554 0.219 0.167 0.241 0.398 0.513 -0.691 -0.336 -0.229 0.180 0.188 0.237 0.121 0.368 -0.713 -0.333 -0.452 0.180 0.172 0.231 0.257 0.408 -0.751 -0.278 -0.265 0.188 0.106 0.191 0.240